1.
The following is a DFT calculation (wB97M-V/def2-TZVPD) of a structure of composition C7H11N2O in a non-equilibrium geometry.

Calculated values
Kohn-Sham gap   9.668 eV
Relative energy (zero: lowest compared OMol25 entry of this formula, charge and spin)   71.4 kcal/mol

ORCA input file:
```
! RIJCOSX wB97M-V def2-TZVPD def2/J DEFGRID3
* xyz 1 1
C -1.940 -1.298 0.871
C -1.908 0.027 0.743
C -0.909 -2.174 0.289
C 1.701 -0.042 0.284
C 0.438 -0.426 -0.615
C 3.041 -0.395 -0.282
C -1.199 1.971 -0.649
N 0.040 -1.670 -0.438
N -0.790 0.758 0.151
O 1.419 0.608 1.259
H -2.595 -1.844 1.411
H -2.663 0.792 1.182
H -1.112 -3.269 0.356
H 0.518 0.018 -1.515
H 2.999 -1.430 -0.617
H 3.748 -0.085 0.532
H 3.135 0.481 -1.066
H -1.814 1.642 -1.547
H -1.794 2.752 -0.118
H -0.212 2.410 -1.064
H -0.102 1.174 0.834
*
```

Partial charges, natural (NBO), in e: -0.2757, 0.0523, 0.1564, 0.6119, 0.1327, -0.7242, -0.4414, -0.3934, -0.5188, -0.5213, 0.2454, 0.2375, 0.2359, 0.2147, 0.2726, 0.2764, 0.2722, 0.2309, 0.2470, 0.2270, 0.4620

2.
The following is a DFT calculation (wB97M-V/def2-TZVPD) of a cluster of 6 separate species, C24H34BrF15O18P2S in total in a non-equilibrium geometry.

Calculated values
Kohn-Sham gap   8.445 eV
SMILES string   COC[C@@H]1OS(=O)(=O)O[C@]1(P(O)O)P(O)Br.CCOC(=O)C(F)(F)F.CCOC(=O)C(F)(F)F.CCOC(=O)C(F)(F)F.CCOC(=O)C(F)(F)F.CCOC(=O)C(F)(F)F
Relative energy (zero: lowest compared OMol25 entry of this formula, charge and spin)   162.4 kcal/mol

ORCA input file:
```
! RIJCOSX wB97M-V def2-TZVPD def2/J DEFGRID3
* xyz 0 1
C -0.046 0.854 3.393
O 0.748 0.809 2.149
C 2.174 1.081 2.392
C 2.956 1.616 1.054
O 4.399 1.748 1.369
S 4.885 3.005 0.291
O 5.313 4.132 1.309
O 6.162 2.804 -0.564
O 3.467 3.331 -0.601
C 2.267 2.765 0.100
P 1.237 2.178 -1.444
O 1.560 0.509 -1.822
O -0.471 2.403 -1.188
P 1.589 4.376 0.945
O -0.156 4.235 1.217
Br 2.460 4.672 3.019
H -1.136 1.209 3.069
H 0.336 1.677 4.164
H -0.076 -0.175 3.979
H 2.668 0.029 2.665
H 2.363 1.754 3.358
H 2.969 0.640 0.370
H 0.777 0.004 -1.452
H -0.732 1.918 -0.349
H -0.563 4.691 0.411
C -0.474 -6.248 -2.448
C 0.551 -5.424 -1.689
O 0.229 -4.024 -1.745
C -0.797 -3.613 -0.936
O -1.429 -4.365 -0.195
C -1.020 -2.108 -1.059
F -1.098 -1.692 -2.356
F -0.010 -1.391 -0.489
F -2.170 -1.689 -0.459
H -0.565 -5.891 -3.478
H -0.191 -7.303 -2.459
H -1.468 -6.165 -1.996
H 1.533 -5.544 -2.160
H 0.652 -5.755 -0.648
C 6.163 5.919 -2.031
C 6.192 4.810 -3.068
O 6.003 5.338 -4.391
C 7.084 5.973 -4.943
O 8.166 6.104 -4.373
C 6.770 6.458 -6.356
F 5.593 7.144 -6.428
F 6.664 5.426 -7.241
F 7.724 7.292 -6.857
H 5.235 6.494 -2.112
H 6.241 5.508 -1.022
H 6.986 6.626 -2.177
H 5.364 4.117 -2.881
H 7.119 4.226 -3.015
C -5.222 -0.418 0.515
C -5.017 -0.227 -0.978
O -6.118 -0.773 -1.723
C -7.269 -0.030 -1.721
O -7.392 1.041 -1.128
C -8.350 -0.695 -2.570
F -8.509 -2.018 -2.278
F -8.067 -0.630 -3.902
F -9.577 -0.123 -2.413
H -5.388 -1.475 0.746
H -4.354 -0.062 1.074
H -6.105 0.125 0.870
H -4.119 -0.772 -1.292
H -4.860 0.827 -1.237
C -3.481 -12.035 -0.664
C -1.971 -11.986 -0.818
O -1.600 -11.396 -2.074
C -1.717 -10.034 -2.154
O -2.113 -9.325 -1.229
C -1.264 -9.525 -3.520
F -1.824 -10.219 -4.552
F 0.086 -9.624 -3.682
F -1.577 -8.215 -3.731
H -3.935 -12.559 -1.511
H -3.760 -12.543 0.262
H -3.914 -11.030 -0.646
H -1.574 -13.008 -0.816
H -1.493 -11.455 0.014
C -0.586 8.090 7.215
C -1.596 6.966 7.361
O -1.413 5.974 6.338
C -0.349 5.128 6.507
O 0.425 5.184 7.462
C -0.280 4.103 5.378
F -0.379 4.673 4.143
F -1.285 3.185 5.456
F 0.884 3.393 5.374
H -0.638 8.524 6.212
H -0.770 8.874 7.953
H 0.438 7.728 7.349
H -2.607 7.369 7.236
H -1.555 6.506 8.355
*
```

Partial charges, Löwdin, in e: -0.0952, -0.2558, -0.1571, -0.2970, -0.1977, 0.8683, -0.3681, -0.2964, -0.3608, -0.6594, 1.0040, -0.3042, -0.3265, 0.6851, -0.4232, 0.4247, 0.1166, 0.0805, 0.1129, 0.1551, 0.1127, 0.1572, 0.0227, 0.0630, 0.0644, -0.0666, -0.1912, 0.0163, -0.3206, 0.1493, -0.4514, 0.1518, 0.1240, 0.1376, 0.0930, 0.0637, 0.0857, 0.1297, 0.1302, -0.0558, -0.2125, 0.0136, -0.3257, 0.1402, -0.4728, 0.1387, 0.1409, 0.1390, 0.0875, 0.0637, 0.0777, 0.1119, 0.1291, -0.0621, -0.2079, 0.0149, -0.3231, 0.1407, -0.4721, 0.1404, 0.1431, 0.1414, 0.0877, 0.0774, 0.0763, 0.1042, 0.1299, -0.0650, -0.2073, 0.0131, -0.3212, 0.1404, -0.4706, 0.1475, 0.1447, 0.1111, 0.0852, 0.0837, 0.0758, 0.1273, 0.1278, -0.0649, -0.2074, 0.0125, -0.3194, 0.1430, -0.4897, 0.0814, 0.1396, 0.0691, 0.0850, 0.0834, 0.0762, 0.1269, 0.1279